24
Properties=species:S:1:pos:R:3:forces:R:3 method="wB97M-V/def2-TZVPD" lumo_energy_ev=0.8 relative_energy_kcal_mol=95.8 orbital_gap_ev=9.46
C -1.989 0.741 -1.970 2.771 1.262 -0.124
H 2.243 -2.711 0.686 0.218 0.580 -0.770
H -2.759 0.088 -1.887 -2.907 -1.299 -0.195
H 1.445 0.288 -2.008 -1.590 0.644 -0.504
H 1.165 2.788 -1.578 3.902 2.083 0.598
C 0.395 2.182 -1.698 -3.716 -3.766 -1.320
H -0.812 -0.924 -2.455 0.361 -0.770 0.259
H -0.051 -2.678 3.332 -1.252 -1.693 0.789
N 0.423 -2.262 1.342 -1.702 -0.245 1.092
H 1.012 -1.899 -0.532 1.000 -0.678 0.560
H -2.825 2.707 -1.749 -3.422 1.500 0.245
C 0.219 -1.891 2.715 1.699 -0.322 0.690
H 1.836 -0.867 0.597 0.228 -1.079 0.226
O -0.176 0.228 1.515 0.127 1.753 -0.399
N 1.059 -1.078 3.479 1.677 0.131 -3.152
C 1.492 -1.935 0.484 0.351 1.353 -1.068
C -0.836 2.787 -1.650 0.624 -1.694 -0.505
C -0.759 0.090 -2.129 -0.026 1.339 -0.325
H -0.846 3.788 -1.474 -0.229 2.846 0.474
H 1.427 -0.290 2.915 -0.671 -0.296 1.404
H 0.732 -0.989 4.391 -0.276 0.826 1.517
C 0.428 0.808 -2.041 1.921 0.057 1.191
S -0.803 -1.088 1.533 -1.409 -0.284 -0.905
C -2.019 2.118 -1.819 2.322 -2.249 0.221